Entry 1:
DFT (ωB97M-V/def2-TZVPD) results for a cluster of 7 separate species, C48H77N8O8P2 in total.

```
143
Properties=species:S:1:pos:R:3:forces:R:3
C 0.812548 -3.336092 -5.317440 0.4 -0.4 -0.4
C 1.192066 -2.533226 -3.907227 0.4 1.5 -1.5
P -0.041541 -3.090161 -2.578921 0.2 -3.2 -2.4
C -1.781708 -2.953037 -3.445471 -0.6 0.9 0.6
N -0.140751 -2.013007 -1.165198 -0.8 3.5 0.9
C 0.228688 -0.520662 -1.304996 -0.8 2.4 -1.9
C -0.950640 0.321581 -2.140086 -0.4 0.3 -0.4
C 0.495990 0.133850 0.215643 -1.6 -0.6 -1.9
N 1.894450 0.648037 0.077865 0.5 2.4 0.7
C 1.979809 1.870958 -0.861750 -3.0 4.0 -2.0
C 3.452681 2.242101 -1.551800 -0.2 0.9 1.2
O 0.966257 2.694057 -1.128635 5.6 -5.6 1.7
C 2.499869 1.180576 1.354382 4.5 -0.1 4.7
C 1.943806 2.646605 1.936732 -0.1 -1.2 -0.6
O 3.505229 0.635409 2.052276 -6.3 2.4 -5.0
C 0.081061 -1.111957 1.164985 0.2 1.4 -0.7
C 0.535337 -1.239598 2.728531 1.1 -1.6 1.0
O -0.363258 -0.609134 3.707726 1.1 1.0 -0.8
C -0.003672 0.785132 3.993361 -0.8 1.2 -1.2
O -0.831912 1.345216 5.095254 1.4 0.0 -2.5
C -1.352289 2.670516 4.725353 -0.7 1.3 0.5
C -2.843978 2.573219 4.042084 -0.2 0.2 0.9
O -2.822172 3.005920 2.625509 -1.6 -1.9 0.5
P -1.820116 -0.760378 1.431159 -3.0 -5.5 2.2
O -2.558510 -2.002975 2.145687 2.7 4.0 -2.5
C 0.483613 -2.388339 0.158936 -1.3 -0.4 4.4
C 2.082749 -2.576916 0.351669 1.3 -1.3 0.0
C 2.990119 -2.757271 -0.992208 0.5 1.0 0.4
C 4.588007 -2.564570 -0.537708 0.3 0.5 -1.2
C 5.199786 -1.254607 -1.376421 -0.7 0.1 -0.2
C 5.406833 -1.607602 -2.989093 0.0 0.9 0.2
C 4.527854 -0.498264 -3.876953 0.2 0.1 1.4
O 4.518970 -0.796916 -5.317619 -3.7 1.2 0.0
C 3.248607 -0.408444 -5.958010 -1.3 -4.0 -5.0
C 2.321909 0.888764 -5.576057 -0.2 0.2 0.4
O 2.836891 -1.186676 -6.988698 2.7 5.1 6.8
H 0.055499 -4.227958 -5.145573 1.5 2.0 -0.3
H 0.435800 -2.602027 -6.169659 0.7 -1.6 2.1
H 1.805221 -3.828513 -5.722841 -2.1 1.1 0.9
H 2.319750 -2.764190 -3.698636 -2.4 0.4 0.1
H 1.111699 -1.363847 -4.093624 0.2 -2.3 0.2
H -1.992787 -3.929349 -4.080010 0.7 2.2 1.4
H -2.588215 -2.926211 -2.565940 1.6 -0.1 -1.9
H -1.859655 -1.965774 -4.072741 -0.1 -2.0 1.0
H -1.201772 -1.948537 -1.075298 1.4 -0.5 0.5
H 1.111333 -0.465473 -2.068567 -1.1 -0.1 2.1
H -1.954035 -0.270747 -2.240858 1.8 0.9 0.3
H -1.213299 1.347366 -1.622671 0.7 -2.2 -1.0
H -0.606195 0.578694 -3.252746 -0.6 -0.7 2.5
H -0.338288 0.953957 0.339581 2.0 -1.0 -0.2
H 3.493630 2.027085 -2.700756 -0.3 0.2 2.4
H 3.575901 3.419758 -1.400192 -0.5 -2.6 -0.5
H 4.359107 1.754186 -0.994286 -1.9 0.6 -1.1
H 2.530322 3.517764 1.398652 -1.1 -1.8 1.2
H 0.809767 2.730138 1.638575 2.2 0.1 0.7
H 2.113315 2.614297 3.102028 -0.3 0.3 -2.6
H 1.622787 -0.897793 2.979005 -1.9 -0.5 -0.9
H 0.506496 -2.407767 2.980119 -0.1 2.6 -0.5
H -0.312980 1.416410 3.028313 0.9 -1.2 1.9
H 1.149481 0.883816 4.170522 -2.1 -0.3 0.1
H -0.598952 3.316719 4.066936 -1.6 -1.6 1.2
H -1.469966 3.290878 5.737989 0.3 -1.6 -2.1
H -3.260786 1.468982 4.148033 1.0 2.2 -0.1
H -3.554203 3.307729 4.633374 1.4 -1.5 -1.1
H -3.656091 2.586164 2.213003 1.9 1.2 0.9
H -2.480399 -0.657497 0.121829 0.9 0.5 0.7
H -2.069810 0.501325 2.083595 0.7 -0.4 -0.7
H -0.159172 -3.245702 0.645006 1.5 1.1 -1.4
H 2.624507 -1.721159 0.984182 -1.7 -1.6 -1.5
H 2.242732 -3.565922 1.001328 -0.5 2.1 -1.4
H 2.765554 -1.834400 -1.695768 0.4 -2.0 1.3
H 2.797842 -3.752780 -1.575781 0.3 1.9 1.3
H 5.219014 -3.514896 -0.865340 -1.3 2.0 1.0
H 4.701446 -2.343262 0.606613 -0.3 -0.6 -2.2
H 6.171825 -0.819683 -0.872964 -1.9 -1.1 -1.1
H 4.381022 -0.397407 -1.342732 1.6 -1.7 0.2
H 5.032701 -2.707302 -3.156206 0.8 2.2 -0.1
H 6.532639 -1.477332 -3.281510 -2.2 -0.6 0.5
H 3.434337 -0.549293 -3.440095 2.0 0.3 -0.9
H 4.962523 0.604556 -3.760910 -0.8 -2.4 0.1
H 2.490557 1.321185 -4.501406 -0.1 -1.0 -2.0
H 1.188308 0.548751 -5.625755 2.5 0.6 -0.2
H 2.480560 1.801659 -6.326823 -0.2 -2.3 1.5
N 5.372393 5.263553 -0.020548 0.0 -0.1 0.1
C 6.522160 6.009104 0.006403 0.1 0.1 0.0
C 6.242458 7.242601 -0.538072 0.3 -0.3 0.2
C 4.874356 7.243006 -0.900752 -0.4 -0.2 0.0
C 4.360917 6.009668 -0.567297 -0.1 0.1 -0.1
H 5.283869 4.312076 0.311849 0.1 0.4 -0.1
H 7.438848 5.598640 0.408169 -0.1 0.1 -0.1
H 6.947306 8.054837 -0.659698 -0.1 -0.2 0.0
H 4.322881 8.055723 -1.355559 0.1 -0.2 0.1
H 3.365367 5.599755 -0.673204 0.1 0.1 0.0
N 6.440621 -1.052989 -9.324736 0.0 0.0 0.0
C 6.859295 -1.715526 -10.449143 0.1 -0.1 -0.1
C 6.112700 -2.866493 -10.567775 0.3 0.2 -0.2
C 5.207862 -2.896161 -9.479828 -0.1 0.2 0.3
C 5.430178 -1.762911 -8.729991 0.0 0.0 0.2
H 6.817581 -0.176869 -8.987173 -0.2 -0.4 -0.2
H 7.651587 -1.313151 -11.066056 -0.1 -0.1 0.1
H 6.208517 -3.604364 -11.353709 0.0 0.1 0.1
H 4.472749 -3.661446 -9.266682 0.1 0.2 0.0
H 4.958001 -1.402545 -7.825807 0.1 -0.2 -0.3
N -7.249590 -3.223674 -1.853148 0.2 0.1 0.1
C -6.304388 -3.773809 -1.027023 0.0 -0.1 0.0
C -5.304312 -2.844617 -0.846328 0.0 -0.4 0.1
C -5.661874 -1.691306 -1.584747 -0.2 0.1 -0.3
C -6.868793 -1.951898 -2.194150 0.0 0.0 -0.1
H -8.096076 -3.683747 -2.162059 0.3 0.2 0.1
H -6.423234 -4.777256 -0.640778 0.0 0.2 0.0
H -4.414062 -2.982104 -0.246427 -0.2 0.0 0.1
H -5.099816 -0.769647 -1.662974 -0.1 -0.1 0.0
H -7.486940 -1.343311 -2.840587 0.1 -0.1 0.1
N -4.379963 -6.778384 -4.171109 0.1 0.0 0.0
C -4.607415 -6.224761 -2.938103 -0.1 0.1 0.0
C -4.084140 -7.072762 -1.987693 -0.1 0.4 0.0
C -3.515875 -8.173713 -2.671961 0.1 -0.2 -0.4
C -3.710203 -7.964545 -4.018965 0.1 -0.1 0.0
H -4.661414 -6.374454 -5.054997 0.1 -0.2 0.3
H -5.122163 -5.278109 -2.842713 0.1 -0.2 0.0
H -4.107966 -6.914842 -0.917262 0.0 0.0 -0.2
H -3.017884 -9.026918 -2.229775 -0.1 0.1 -0.1
H -3.431124 -8.557296 -4.879852 -0.1 0.1 0.2
N -3.260753 4.251146 8.130545 0.0 -0.1 0.0
C -3.125850 5.357904 7.333408 -0.1 0.1 -0.1
C -4.164955 6.215857 7.616922 0.3 0.0 -0.3
C -4.950884 5.607707 8.624746 0.0 -0.4 0.2
C -4.368033 4.396930 8.925142 -0.1 0.0 0.0
H -2.639905 3.452289 8.132816 -0.2 0.3 0.1
H -2.305111 5.439297 6.633426 -0.1 0.1 0.1
H -4.337528 7.176533 7.149321 0.1 -0.2 0.1
H -5.845329 6.009986 9.082592 0.2 -0.1 -0.1
H -4.646438 3.628096 9.633484 0.0 0.2 -0.1
N -7.185078 3.827814 11.722735 0.0 0.1 0.0
C -7.412529 4.381437 12.955741 0.0 0.0 0.1
C -6.889254 3.533436 13.906150 -0.2 0.4 0.0
C -6.320989 2.432485 13.221882 0.1 -0.2 -0.3
C -6.515317 2.641653 11.874878 0.0 -0.1 0.0
H -7.466527 4.231744 10.838847 0.1 -0.2 0.4
H -7.927277 5.328089 13.051130 0.1 -0.2 0.0
H -6.913079 3.691356 14.976583 0.0 0.0 -0.2
H -5.822999 1.579280 13.664069 -0.1 0.1 -0.1
H -6.236237 2.048902 11.013992 -0.1 0.0 0.2
```
Positions in Å, forces in eV/Å.

Output
Charge: +1
Lowest unoccupied orbital energy (hartree): -0.1417
Frontier orbital gap (Eh): 0.197

=====

Entry 2:
DFT (ωB97M-V/def2-TZVPD) results for a cluster of 13 separate species, C48H78O35S2 in total.

```
163
Properties=species:S:1:pos:R:3:forces:R:3
C 0.309929 -0.085357 -4.997371 1.8 0.2 -0.3
C -0.361476 1.246596 -5.208311 -0.6 -0.8 0.4
C -0.457679 1.706452 -6.671388 0.2 -0.7 0.4
O -1.852110 1.847965 -6.910068 0.0 0.6 0.1
C -2.568618 1.462229 -5.823536 0.2 -1.2 -0.5
O -3.745914 1.339423 -5.801709 -0.1 0.5 0.3
O -1.734881 1.055796 -4.834172 -0.3 0.8 0.0
H -0.051267 -0.898247 -5.626619 -0.4 0.1 0.1
H 0.379755 -0.371297 -3.949610 -0.6 0.1 0.1
H 1.363820 0.058814 -5.293758 -0.1 -0.1 -0.1
H 0.069568 1.981367 -4.527480 0.0 0.1 -0.2
H -0.089879 0.907448 -7.317523 0.1 0.2 -0.1
H 0.105742 2.618820 -6.848151 -0.3 0.2 -0.2
C -4.792684 6.907830 1.265874 0.4 0.2 -0.4
C -3.832184 6.025432 2.027486 -0.5 -0.2 0.2
C -4.473729 5.125414 3.103005 -0.3 0.5 -0.2
O -4.071386 3.802092 2.762009 0.3 -0.1 0.0
C -3.327520 3.820496 1.631679 0.2 0.4 0.8
O -2.713820 2.880876 1.227188 -0.3 0.0 -0.3
O -3.280697 5.055566 1.119862 0.4 -0.1 -0.4
H -5.433452 6.310550 0.618195 0.0 0.0 0.1
H -4.181877 7.554156 0.631245 -0.2 0.0 -0.1
H -5.400184 7.557243 1.894416 0.1 -0.1 0.3
H -2.995000 6.610155 2.412573 0.0 -0.1 0.1
H -5.560504 5.197847 3.055613 0.0 -0.1 0.0
H -4.145111 5.374597 4.110264 0.1 -0.2 0.0
C 5.616133 -1.276234 5.265949 -0.2 -0.2 0.0
C 4.372449 -0.552462 4.788971 0.3 -0.3 -0.5
C 3.450025 -1.375124 3.869128 1.4 0.4 -0.3
O 2.401254 -1.778500 4.726868 -0.3 0.1 0.1
C 2.351204 -0.919329 5.780940 0.2 -0.3 -0.6
O 1.403743 -0.808643 6.490851 -0.1 0.0 0.4
O 3.498851 -0.239006 5.886153 0.0 0.4 0.1
H 6.178118 -1.619598 4.396302 0.0 0.1 -0.1
H 5.351743 -2.149152 5.866804 0.1 0.1 0.1
H 6.265275 -0.604236 5.824200 -0.1 -0.1 0.2
H 4.715017 0.346959 4.283765 -0.5 0.3 0.1
H 4.026760 -2.200047 3.447486 -0.4 -0.4 0.3
H 3.095446 -0.774305 3.033890 -0.3 0.0 0.2
C 1.485583 -2.931162 -2.903232 -0.4 0.5 -0.6
C 2.383564 -3.070546 -4.108087 0.6 -0.8 0.5
C 3.614263 -2.152898 -4.083855 -0.7 0.8 0.7
O 4.734084 -3.009535 -4.169080 0.1 0.1 -0.4
C 4.332642 -4.302456 -4.118997 -0.4 -0.1 0.0
O 5.067485 -5.235202 -4.107739 0.2 0.0 0.1
O 2.990822 -4.391526 -4.063586 0.2 0.2 -0.2
H 0.546580 -3.463278 -3.056002 0.0 0.1 0.0
H 1.273772 -1.863909 -2.808889 -0.3 -0.1 0.4
H 1.943179 -3.303063 -1.990401 0.2 0.1 -0.1
H 1.874800 -3.004408 -5.069013 -0.2 0.1 0.1
H 3.674214 -1.579699 -3.150770 0.0 -0.3 0.2
H 3.546845 -1.379023 -4.850585 0.5 -0.4 -0.4
C -0.142167 -3.592479 4.032597 0.7 -0.1 -0.7
C -1.198726 -3.692391 2.957221 -0.6 0.3 1.3
C -2.354418 -4.636856 3.335294 1.0 -0.4 -1.6
O -3.516658 -3.929135 2.927668 -0.3 0.2 0.5
C -3.228015 -2.605089 2.896489 0.3 -0.2 0.1
O -4.020760 -1.721676 2.888294 -0.2 0.1 -0.1
O -1.890657 -2.420654 2.898605 0.0 0.1 -0.2
H 0.112616 -4.571406 4.441332 -0.1 -0.1 0.0
H -0.444516 -2.921267 4.832038 -0.1 0.0 0.0
H 0.770711 -3.211405 3.573948 0.0 0.1 0.3
H -0.772937 -3.885779 1.976529 0.0 -0.1 0.0
H -2.338037 -4.938990 4.380469 -0.3 0.3 0.1
H -2.251413 -5.519099 2.700485 -0.3 -0.2 0.3
C 0.427773 3.888718 1.430731 -0.9 -0.2 -0.7
C 0.527712 5.077525 0.512279 0.7 0.4 0.4
C 0.978653 6.399397 1.180200 -0.7 -0.4 -0.3
O 2.120757 6.801093 0.434307 0.2 0.3 0.1
C 2.434233 5.882456 -0.493279 0.0 -0.7 0.2
O 3.343060 5.942141 -1.257519 0.1 0.2 0.0
O 1.612756 4.813319 -0.403371 -0.3 0.3 -0.3
H -0.416217 3.986080 2.114907 0.3 0.2 0.3
H 1.368300 3.682305 1.933460 0.0 0.0 0.2
H 0.139536 3.040583 0.801893 0.3 -0.2 0.1
H -0.375035 5.272021 -0.067116 0.0 -0.3 0.0
H 1.183811 6.254787 2.239753 0.4 0.1 0.0
H 0.210839 7.161203 1.054397 0.1 0.1 0.2
C 2.883791 1.464056 -1.654681 -1.1 -0.3 -0.2
C 4.229846 1.114467 -1.137619 0.8 0.7 0.5
C 5.042555 2.285275 -0.580785 -0.4 -0.3 -0.4
O 5.811486 1.653210 0.442808 0.1 0.1 0.3
C 5.173455 0.539147 0.842368 0.0 0.0 -0.3
O 5.483080 -0.128842 1.778347 0.0 -0.1 0.3
O 4.152037 0.247855 0.013395 -0.2 -0.1 0.1
H 2.879194 2.293264 -2.363754 0.4 -0.2 -0.3
H 2.161089 1.789237 -0.903140 0.5 -0.1 0.4
H 2.437903 0.558922 -2.075676 -0.1 0.2 -0.3
H 4.856891 0.583890 -1.861098 -0.2 0.0 -0.2
H 4.404060 3.064169 -0.160562 0.0 0.0 0.1
H 5.682472 2.713633 -1.347208 0.2 0.0 0.2
C -1.196936 3.707289 -2.296585 -0.7 -0.4 1.7
C -2.610683 3.421839 -2.802284 1.7 0.2 -0.7
C -3.394678 2.316708 -2.105306 -0.4 0.5 -0.3
O -4.582159 2.994969 -1.669934 0.1 0.0 0.2
C -4.499813 4.314833 -1.924033 -0.3 -0.4 0.2
O -5.309281 5.104269 -1.549571 0.1 0.3 -0.1
O -3.402353 4.599373 -2.644822 -0.1 0.0 0.2
H -1.187705 3.619083 -1.199935 -0.1 0.2 -0.1
H -0.947178 4.735834 -2.540995 0.4 -0.1 -0.3
H -0.481338 2.940366 -2.590816 0.0 0.2 -0.5
H -2.428678 3.250490 -3.863603 -0.9 -0.1 -0.1
H -2.884070 1.944125 -1.223544 0.1 -0.1 0.0
H -3.684400 1.531917 -2.797740 0.0 -0.1 0.1
C -2.603637 -1.649580 -3.216770 0.3 0.0 0.2
C -4.072768 -1.757195 -2.903251 -0.2 0.3 -0.1
C -4.558529 -0.909532 -1.724490 0.3 -0.8 0.4
O -5.657835 -0.165849 -2.235074 0.3 0.3 -0.1
C -5.783850 -0.382109 -3.567419 0.0 -0.2 -0.2
O -6.651967 0.061279 -4.244290 0.0 0.2 0.1
O -4.804169 -1.197077 -4.018025 -0.2 -0.1 0.3
H -2.403328 -2.167008 -4.157157 0.1 -0.1 0.1
H -1.981812 -2.054951 -2.414162 -0.1 -0.2 0.0
H -2.263508 -0.617044 -3.314034 -0.3 0.0 -0.1
H -4.401398 -2.779359 -2.731108 0.1 -0.1 -0.3
H -3.718273 -0.326731 -1.338424 -0.4 0.6 -0.1
H -4.929024 -1.514898 -0.899008 0.1 -0.1 -0.1
C 5.432736 -3.034500 -0.396629 0.3 0.0 -0.5
C 4.716613 -4.362330 -0.311106 0.0 0.1 0.2
C 4.943807 -5.166074 0.975428 -0.3 0.1 0.2
O 3.721731 -4.992282 1.715947 0.0 0.0 0.1
C 2.767954 -4.526725 0.899900 0.1 0.3 -0.4
O 1.602244 -4.478177 1.148848 -0.1 0.0 0.2
O 3.298818 -4.083887 -0.262019 -0.1 -0.6 0.0
H 6.506607 -3.159526 -0.243936 -0.1 0.0 0.2
H 5.007355 -2.307281 0.292895 0.2 -0.1 0.3
H 5.341254 -2.615835 -1.402776 -0.2 -0.1 0.0
H 4.928687 -5.015206 -1.158084 -0.2 0.2 -0.2
H 5.777938 -4.787812 1.561155 0.0 0.0 0.1
H 5.036068 -6.236744 0.805946 0.3 0.0 -0.1
C -1.854617 -0.094684 5.587053 -0.3 0.0 -0.1
C -1.458127 0.898889 4.520623 0.1 0.1 -0.6
C -1.045511 2.330768 4.964243 0.1 -1.5 -0.4
O 0.187009 2.514973 4.272527 0.5 0.8 0.3
C 0.684272 1.354800 3.813639 -1.2 0.1 -0.2
O 1.783043 1.224420 3.376152 0.4 -0.2 -0.1
O -0.277559 0.416776 3.823090 0.6 -0.1 0.3
H -2.289647 0.438239 6.433747 0.0 -0.1 0.1
H -0.996787 -0.683623 5.909422 0.1 0.3 0.1
H -2.593579 -0.795136 5.198795 -0.1 0.1 0.0
H -2.205121 0.996795 3.730265 -0.2 -0.1 0.2
H -0.846715 2.394973 6.032113 -0.2 0.2 0.0
H -1.800095 3.018387 4.594858 0.2 0.4 0.2
C 0.712925 -1.348334 0.770143 -0.2 -0.5 0.0
S 0.116859 0.127545 -0.036966 0.5 0.8 0.0
O -0.067370 -0.160791 -1.500121 -0.2 -0.3 0.0
C -1.487110 0.240918 0.762352 0.3 -1.0 -0.3
H 0.610538 -1.234781 1.851559 0.0 0.1 0.0
H 1.754911 -1.537124 0.514490 0.0 0.3 -0.1
H 0.125358 -2.203736 0.427335 -0.1 0.1 0.0
H -1.832200 -0.775005 0.956671 -0.1 0.1 0.2
H -2.178323 0.714073 0.080002 0.1 0.3 0.0
H -1.332164 0.810188 1.670234 -0.2 0.0 0.0
C -1.652156 -5.041258 -0.933468 0.7 0.1 0.4
S -3.411586 -5.384333 -0.903464 0.3 0.6 -0.4
O -4.062381 -4.043948 -0.844343 -0.1 -0.1 0.2
C -3.534409 -5.876790 -2.633343 0.0 -0.1 0.1
H -1.337327 -4.610771 0.020119 -0.3 -0.2 0.1
H -1.390570 -4.277528 -1.667658 -0.3 -0.2 -0.3
H -1.075931 -5.955734 -1.084230 -0.1 0.0 -0.1
H -3.034363 -6.832061 -2.794381 -0.2 -0.1 0.1
H -3.082084 -5.128196 -3.282576 0.0 0.2 0.1
H -4.603417 -5.942171 -2.826910 0.0 -0.1 -0.1
```
Positions in Å, forces in eV/Å.

Output
Charge: 0
Lowest unoccupied orbital energy (hartree): 0.0036
Frontier orbital gap (Eh): 0.339